Entry from the Open Molecules 2025 dataset: one molecule with the formula C5H7NO in a non-equilibrium geometry (ωB97M-V/def2-TZVPD).

Summary:
ΔE to the lowest compared entry with this formula, charge and spin ... 1.334 eV
Orbital gap ... 8.7 eV
Total energy ... -324.67546 Eh
SMILES string ... CC1=CNC(=O)C1
Strongest force on any atom ... 0.063 Eh/bohr

Last column: natural (NBO) charge in e.
Element x y z (Å)
O  -1.73  -1.59  1.86  -0.60
N  0.45  -1.26  1.18  -0.62
C  0.23  0.18  -0.52  -0.04
C  -0.91  -1.08  1.12  0.68
C  1.12  -0.45  0.24  -0.08
C  -1.15  -0.11  -0.03  -0.54
C  0.53  1.36  -1.35  -0.66
H  0.69  1.72  -0.29  0.27
H  -1.70  -0.59  -0.85  0.25
H  -0.29  1.89  -1.86  0.23
H  0.89  -1.75  1.94  0.41
H  2.21  -0.38  0.23  0.21
H  -1.76  0.74  0.31  0.25
H  1.43  1.33  -1.98  0.23